Record 1
{
  "formula": "C4H4N2O",
  "method": "wB97M-V/def2-TZVPD",
  "elements": ["O", "C", "C", "C", "N", "C", "N", "H", "H", "H", "H"],
  "xyz": [[2.278, -1.336, -0.078], [1.200, -0.786, 0.015], [1.052, 0.688, 0.025], [-0.153, 1.264, -0.097], [-1.340, 0.478, -0.165], [-1.086, -0.902, -0.181], [0.004, -1.529, 0.057], [1.961, 1.273, 0.119], [-0.284, 2.346, -0.165], [-1.613, -0.059, 0.826], [-2.020, -1.438, -0.355]],
  "atomic_forces_ev_per_a": [[-0.54, 0.39, 0.23], [0.43, -0.12, 0.00], [-0.13, 0.11, 0.01], [0.11, -0.28, 0.64], [-0.04, -0.97, 1.38], [0.59, -1.21, -1.11], [0.12, -0.29, -0.82], [-0.12, -0.04, -0.24], [-0.12, -0.41, 0.15], [-0.42, 3.16, -0.48], [0.13, -0.32, 0.24]],
  "lowdin_charge": [0.07, -0.48, 0.02, -0.10, 0.03, -0.26, 0.15, 0.12, 0.11, 0.21, 0.13],
  "relative_energy_kj_mol": 242.2,
  "e_lumo_ev": 0.14,
  "largest_force_ev_per_a": 3.2,
  "homo_ev": -9.905,
  "homo_lumo_gap_ev": 10.042,
  "energy_ha": -339.4894
}

***

Record 2
{
  "formula": "C4H4N2O",
  "method": "wB97M-V/def2-TZVPD",
  "elements": ["C", "C", "C", "C", "N", "N", "O", "H", "H", "H", "H"],
  "xyz": [[-1.746, -0.334, -0.009], [0.917, 0.736, -0.496], [1.607, -0.396, -0.172], [-0.877, -1.073, 0.747], [-2.476, 0.293, -0.654], [0.920, 1.846, 0.157], [2.263, -1.346, -0.118], [0.355, 0.534, -1.424], [-0.624, -0.723, 1.734], [-0.662, -2.095, 0.486], [0.322, 2.557, -0.252]],
  "atomic_forces_ev_per_a": [[-0.85, 0.33, -0.47], [-0.62, 0.63, -1.33], [0.29, -1.42, 0.47], [0.90, -0.44, 0.52], [0.00, 0.14, -0.10], [0.36, 0.46, 0.80], [-0.12, 0.55, 0.06], [0.06, 0.08, 0.23], [0.07, 0.03, 0.08], [-0.01, -0.09, -0.07], [-0.07, -0.27, -0.20]],
  "lowdin_charge": [-0.36, -0.32, -0.12, 0.01, 0.15, 0.10, 0.21, 0.14, 0.07, 0.07, 0.06],
  "relative_energy_kj_mol": 424.8,
  "e_lumo_ev": [-0.63, -1.42],
  "largest_force_ev_per_a": 1.6,
  "homo_ev": [-9.353, -8.117],
  "homo_lumo_gap_ev": [8.725, 6.695],
  "energy_ha": -339.4199
}